No. 1
47
Properties=species:S:1:pos:R:3:lowdin_charge:R:1 method="wB97M-V/def2-TZVPD" homo_energy_ev=-8.909 spin_multiplicity=1 e_tot_ha=-2466.383559
H -3.4076 -3.9102 2.3111 0.139
F 0.5416 1.6632 1.1232 0.068
H -1.2204 -5.3123 1.9252 0.132
H 1.5809 0.0553 -2.2553 0.132
C 3.1201 -3.2531 0.1399 -0.133
H -3.1685 -1.2052 -1.6267 0.137
C 0.9281 -0.7399 -0.0184 -0.025
H -2.6588 -4.3259 -0.6535 0.058
C -2.4148 -3.3630 1.9447 -0.174
C -0.8473 -0.4900 -2.2040 0.059
O 0.6162 2.7262 -1.7262 -0.322
C 0.5439 7.5012 -1.3717 -0.608
H -3.6938 -2.4276 0.3057 0.135
H -1.0652 -0.2135 -3.3214 0.115
H -1.5220 -5.5679 -0.6174 0.083
H -3.3270 -1.1966 1.7197 0.150
S -0.1413 5.8853 -1.8651 0.604
N -1.7487 -1.4709 0.2030 -0.106
C 2.3616 -0.6718 0.7875 -0.199
S -0.0481 3.5302 -0.6966 0.594
H -0.5357 -4.0876 0.6641 0.094
F 0.2288 3.6614 1.9501 0.104
F 0.2714 8.4960 -2.2655 0.107
C -2.8565 -2.0499 1.0681 -0.169
H 3.5719 -2.1362 2.1202 0.126
H -0.2402 -1.6130 1.9490 0.145
N -2.3045 -5.1236 -0.0486 -0.046
N 0.3772 5.0572 -0.6139 -0.291
H -1.8713 -2.9717 2.9110 0.112
H 2.3749 0.0671 1.6973 0.162
H 1.7825 -2.6957 1.9098 0.107
O -1.4730 3.2417 -0.5186 -0.308
F 1.9040 7.4722 -1.2354 0.095
H 3.9081 -4.0220 0.6002 0.090
C 2.6938 -2.2051 1.3267 -0.193
O -1.5865 6.1102 -1.9411 -0.298
H 3.6627 -2.7570 -0.7785 0.087
O 0.5020 5.5936 -3.1491 -0.300
C 0.7225 2.9913 0.8656 -0.597
F 0.0605 7.9276 -0.1661 0.095
F 2.0731 3.2032 0.8835 0.101
C -2.0691 -1.0832 -1.2303 0.065
C -0.3723 -1.3062 0.8103 0.077
C -1.5445 -4.4861 1.1268 -0.282
C 0.6907 -0.3292 -1.5942 0.089
H 2.2086 -3.9237 -0.2335 0.077
F 3.3917 -0.2446 -0.2117 -0.086



No. 2
8
Properties=species:S:1:pos:R:3:lowdin_charge:R:1 method="wB97M-V/def2-TZVPD" homo_energy_ev=-3.362 spin_multiplicity=1 e_tot_ha=-1083.244985 charge=-1
O 0.5739 2.5203 -1.2966 -0.326
P 0.3560 1.8249 -0.0297 0.429
Cl -2.7235 0.6116 0.2457 0.258
O 0.6918 2.4932 1.2566 -0.330
O -4.0955 0.0398 -0.3681 -1.022
N 0.5794 0.1435 -0.1028 -0.093
H 0.3663 0.1036 0.9143 0.034
H -0.1533 -0.2259 -0.7588 0.050